Formula: C92H212N12O16
Source: the OMol25 dataset
Level of theory: ωB97M-V/def2-TZVPD

XYZ file:
```
332
Properties=species:S:1:pos:R:3:lowdin_charge:R:1
C 24.6540 6.1518 25.2279 -0.023
C 25.6479 5.9782 24.0477 -0.499
C 24.8601 5.5040 22.8113 -0.127
C 24.1889 6.6980 22.1111 -0.180
C 25.2334 7.7656 21.7032 -0.118
C 26.0237 8.3082 22.9131 -0.498
N 26.4619 7.1119 23.6697 -0.100
O 27.3389 7.4580 24.7177 -0.004
C 27.3201 9.1144 22.4466 -0.011
C 25.1413 9.1733 23.7349 -0.051
C 26.6096 4.8261 24.4581 -0.017
H 25.2218 6.4119 26.1118 0.073
H 24.2793 5.1472 25.3998 0.073
H 23.8217 6.8591 25.0885 0.066
H 25.6400 5.1778 22.1006 0.117
H 24.1577 4.6431 22.9777 0.119
H 23.5339 7.1555 22.8211 0.073
H 23.5519 6.4146 21.2589 0.087
H 24.8026 8.6589 21.2319 0.118
H 25.9121 7.2779 20.9241 0.140
H 27.9711 8.4816 21.9052 0.057
H 27.0354 9.9620 21.7839 0.088
H 27.9214 9.4767 23.3233 0.090
H 25.1862 10.2316 23.4245 0.099
H 24.0676 8.8796 23.7123 0.089
H 25.5080 9.1690 24.7474 0.052
H 25.9355 3.9855 24.4349 0.052
H 27.0519 4.9919 25.4235 0.072
H 27.3727 4.7002 23.7206 0.081
H 26.8639 8.1058 25.2233 0.064
C 20.8012 7.4398 20.5672 -0.040
C 19.4827 8.2234 20.6611 -0.523
C 19.4271 9.2263 19.4649 -0.125
C 18.0608 9.8674 19.3421 -0.199
C 16.9864 8.8166 19.1198 -0.109
C 16.9944 7.7513 20.3731 -0.432
N 18.3953 7.2744 20.4753 -0.073
O 18.5024 6.2720 21.4850 -0.045
C 16.4407 8.6077 21.6071 -0.008
C 16.0928 6.5705 20.0322 -0.038
C 19.5212 8.9286 22.0053 -0.030
H 21.0687 6.7679 21.4181 0.088
H 21.5544 8.2182 20.3748 0.088
H 20.8454 6.8177 19.6679 0.051
H 20.2262 10.0195 19.5743 0.138
H 19.7452 8.6719 18.5821 0.107
H 18.0381 10.6648 18.5962 0.113
H 17.8360 10.3522 20.3001 0.085
H 17.1290 8.2289 18.1842 0.118
H 15.9816 9.2421 19.0581 0.111
H 16.8602 9.6099 21.6365 0.051
H 15.3567 8.6049 21.5364 0.082
H 16.7093 8.1710 22.5629 0.056
H 16.3511 6.1093 19.0474 0.095
H 16.2751 5.7576 20.7560 0.066
H 15.0445 6.8493 20.0236 0.079
H 20.5923 9.2101 22.1450 0.096
H 19.1943 8.2713 22.8160 0.061
H 18.8341 9.8312 22.1134 0.093
H 18.0458 6.6094 22.2632 0.070
C 23.4882 9.0459 27.1223 -0.015
C 22.8069 10.4543 26.9531 -0.464
C 21.6766 10.5398 28.0690 -0.123
C 22.2151 10.7218 29.4727 -0.166
C 23.0853 11.9683 29.4486 -0.145
C 24.2501 11.8698 28.4834 -0.517
N 23.7385 11.5456 27.1120 -0.081
O 24.8858 11.2881 26.3028 -0.036
C 24.9891 13.1997 28.3512 -0.037
C 25.3092 10.8364 29.0155 -0.020
C 22.2033 10.5761 25.5289 -0.016
H 24.3279 8.9486 26.4390 0.053
H 22.7950 8.2203 26.9159 0.063
H 23.7947 8.9350 28.1719 0.056
H 20.9848 11.3837 27.8630 0.125
H 21.0103 9.7033 28.0189 0.082
H 22.9280 9.9527 29.7408 0.094
H 21.3841 10.7240 30.1581 0.112
H 23.5540 12.0980 30.3862 0.101
H 22.5656 12.9000 29.2086 0.127
H 24.2375 13.9434 27.8997 0.113
H 25.1760 13.4464 29.4351 0.102
H 25.8314 13.1231 27.7089 0.061
H 24.8726 9.8418 29.0679 0.042
H 26.1272 10.6131 28.3321 0.082
H 25.6361 11.2392 29.9768 0.089
H 21.5721 9.6175 25.4774 0.096
H 22.9210 10.6700 24.7668 0.035
H 21.5348 11.4389 25.4258 0.084
H 24.9158 12.0454 25.7382 0.095
C 26.8311 -0.3500 22.5850 -0.007
C 25.9038 0.7323 21.9729 -0.474
C 26.7006 1.8579 21.2723 -0.133
C 27.4709 1.3691 20.0650 -0.168
C 26.4825 0.7593 19.0502 -0.117
C 25.5964 -0.3542 19.6649 -0.500
N 25.0532 0.1583 20.8970 -0.084
O 24.2053 -0.8710 21.5107 -0.071
C 24.3667 -0.5720 18.7179 -0.012
C 26.4148 -1.6673 19.7359 -0.017
C 24.8451 1.2957 22.9186 -0.027
H 27.0860 0.0198 23.5644 0.070
H 27.7707 -0.5669 22.1011 0.071
H 26.3575 -1.3059 22.7895 0.074
H 26.0085 2.6273 20.9118 0.110
H 27.3872 2.2522 22.0077 0.116
H 28.1625 0.6181 20.4210 0.092
H 28.0323 2.1818 19.6337 0.107
H 26.9539 0.2608 18.2152 0.111
H 25.7944 1.5449 18.6610 0.126
H 23.6784 -1.3229 19.0431 0.057
H 23.8873 0.3374 18.5365 0.057
H 24.8118 -0.8213 17.7581 0.084
H 26.2108 -2.1443 18.7918 0.072
H 27.4836 -1.5092 19.6633 0.072
H 26.2352 -2.2823 20.5912 0.065
H 24.3527 0.4249 23.4539 0.097
H 24.0841 1.9291 22.4807 0.054
H 25.3441 1.9077 23.7299 0.080
H 23.2859 -0.6055 21.2539 0.065
C 15.9005 2.2222 31.1277 -0.030
C 15.2437 1.0084 30.3648 -0.415
C 13.7016 1.2093 30.1525 -0.151
C 13.0553 0.3464 29.1214 -0.179
C 13.8086 0.4625 27.7745 -0.150
C 15.3062 0.1382 27.8904 -0.532
N 15.8602 1.0489 28.9327 -0.035
O 17.2753 0.6109 29.0259 -0.065
C 15.5038 -1.3736 28.1786 -0.023
C 15.9143 0.5805 26.5568 -0.041
C 15.5486 -0.2914 31.2258 -0.031
H 16.1343 2.9450 30.3457 0.048
H 16.8556 1.8093 31.5156 0.075
H 15.2737 2.6424 31.9643 0.103
H 13.2577 1.2144 31.1019 0.100
H 13.6473 2.2403 29.7744 0.112
H 11.9939 0.6454 29.0271 0.121
H 13.1474 -0.6898 29.3824 0.092
H 13.6702 1.5118 27.4344 0.110
H 13.4047 -0.1414 26.9209 0.127
H 16.6047 -1.5577 28.2160 0.089
H 15.1989 -1.6952 29.1575 0.040
H 15.0223 -2.0673 27.4478 0.099
H 15.9828 1.6673 26.6455 0.060
H 16.9601 0.2122 26.4099 0.084
H 15.3210 0.2778 25.6506 0.097
H 14.8163 -1.0652 31.0676 0.057
H 15.5989 0.0103 32.2654 0.070
H 16.5612 -0.6339 30.9779 0.079
H 17.7279 1.4687 28.9362 0.037
C 24.0736 -4.8977 23.1969 -0.045
C 23.1153 -4.3028 24.2490 -0.550
C 23.5972 -2.8515 24.5313 -0.095
C 22.5296 -2.0601 25.3452 -0.161
C 21.2952 -2.0116 24.5240 -0.178
C 20.7287 -3.3693 24.3131 -0.507
N 21.7737 -4.2084 23.7516 -0.122
O 21.4144 -5.4793 23.3972 -0.032
C 20.0890 -3.8927 25.6539 -0.010
C 19.5140 -3.1213 23.3721 -0.021
C 23.2446 -5.1247 25.5086 -0.030
H 25.0997 -4.7460 23.4937 0.068
H 24.0535 -4.4292 22.1709 0.094
H 23.8544 -6.0043 23.0134 0.102
H 24.5794 -3.0828 25.0849 0.137
H 23.9305 -2.3210 23.6053 0.106
H 22.8498 -1.0667 25.5519 0.070
H 22.2963 -2.4879 26.3093 0.101
H 21.4372 -1.4922 23.5786 0.121
H 20.5023 -1.5082 25.1303 0.128
H 19.4164 -3.0863 26.0525 0.100
H 19.7394 -4.9277 25.5354 0.089
H 20.9051 -4.0247 26.3446 0.045
H 18.9517 -4.0002 23.0478 0.080
H 18.8341 -2.5543 23.9604 0.064
H 19.8696 -2.6397 22.4451 0.074
H 24.2759 -5.4945 25.4993 0.088
H 22.5827 -5.9560 25.4260 0.077
H 23.0870 -4.5500 26.4040 0.071
H 21.3438 -5.5361 22.4031 0.140
C 26.4039 2.3192 27.1527 -0.030
C 26.1453 1.5726 28.4758 -0.465
C 26.3816 2.4131 29.6908 -0.162
C 26.0228 1.7170 30.9612 -0.173
C 24.5461 1.2930 30.9612 -0.101
C 24.1852 0.4541 29.6994 -0.491
N 24.6600 1.2733 28.5417 -0.093
O 24.3600 0.4273 27.4192 -0.063
C 24.7042 -0.9790 29.6350 -0.022
C 22.6517 0.4567 29.6248 -0.021
C 27.0658 0.3069 28.4299 -0.021
H 27.3594 2.8661 27.2425 0.098
H 25.6092 3.0525 26.9948 0.056
H 26.4276 1.5636 26.2832 0.111
H 27.4004 2.7490 29.7406 0.125
H 25.8472 3.3585 29.6975 0.099
H 26.3375 2.3596 31.8043 0.123
H 26.6224 0.8034 31.0855 0.102
H 23.9231 2.1638 30.9404 0.102
H 24.2697 0.6808 31.8406 0.133
H 24.6782 -1.4023 28.6366 0.079
H 25.6922 -1.1119 30.0244 0.062
H 23.9629 -1.5280 30.2485 0.097
H 22.4197 0.0208 28.6375 0.090
H 22.1979 -0.0913 30.4663 0.102
H 22.3413 1.4755 29.6474 0.057
H 27.5376 0.0463 29.3929 0.078
H 27.9304 0.5760 27.8227 0.079
H 26.6189 -0.6184 28.0457 0.080
H 23.7704 1.0149 26.8799 0.055
C 19.7173 1.8641 25.5531 0.005
C 20.9987 2.6712 25.3994 -0.502
C 21.3543 2.8866 23.9231 -0.100
C 20.3797 3.8977 23.2883 -0.152
C 20.4876 5.1705 24.0794 -0.128
C 20.1322 5.0690 25.5354 -0.487
N 20.9945 3.9751 26.0360 -0.029
O 20.6788 3.7588 27.4150 -0.068
C 20.6610 6.3204 26.2097 -0.008
C 18.6522 4.8863 25.7829 0.013
C 22.0932 1.8722 26.0616 -0.036
H 18.8214 2.4289 25.3231 0.056
H 19.6843 1.5218 26.5942 0.094
H 19.7540 1.0902 24.8061 0.086
H 22.4060 3.2033 23.9246 0.103
H 21.4545 1.9333 23.3760 0.122
H 19.3865 3.5047 23.3712 0.102
H 20.5926 4.0377 22.2864 0.062
H 19.8492 5.9186 23.5976 0.109
H 21.4975 5.4823 23.9346 0.109
H 21.7189 6.3752 26.0397 0.062
H 20.1586 7.1990 25.8343 0.063
H 20.4383 6.3224 27.2806 0.052
H 18.2215 3.9642 25.4744 0.050
H 18.5194 4.8860 26.8660 0.082
H 18.1576 5.7038 25.3004 0.084
H 22.2554 0.9493 25.5731 0.067
H 21.8276 1.7235 27.0964 0.076
H 23.0641 2.3971 26.0304 0.099
H 21.5628 3.9011 27.7688 0.065
C 17.2962 6.8433 32.0934 -0.045
C 17.5970 7.9293 31.0169 -0.421
C 18.5831 7.3856 30.0000 -0.211
O 19.6682 6.7321 30.6335 -0.203
C 20.7152 6.3982 29.7406 -0.113
N 16.4363 8.3848 30.2723 0.031
H 16.7957 6.0322 31.5299 0.076
H 16.6815 7.1605 32.9531 0.078
H 18.2065 6.3998 32.4797 0.062
H 18.0455 8.8416 31.4956 0.149
H 19.0785 8.2691 29.4998 0.122
H 18.1161 6.7902 29.2478 0.106
H 21.5144 5.9400 30.3658 0.097
H 21.1183 7.3631 29.2145 0.111
H 20.4047 5.6666 28.9802 0.052
H 15.8281 7.5798 30.1162 0.074
H 15.7763 9.0400 30.6981 0.087
C 18.3402 9.1257 25.8613 -0.045
C 17.0153 9.9098 26.2252 -0.384
C 15.8136 8.9469 26.3435 -0.193
O 15.7758 8.1549 25.1454 -0.221
C 14.5765 7.4318 25.0315 -0.123
N 16.8972 10.6281 27.5150 0.033
H 18.6518 8.7780 26.8988 0.079
H 19.1464 9.7407 25.4176 0.060
H 18.0787 8.2835 25.1891 0.054
H 16.7580 10.5545 25.3864 0.128
H 14.9480 9.5518 26.3209 0.104
H 15.7796 8.2684 27.2520 0.139
H 13.7897 8.0811 24.5969 0.099
H 14.2464 6.8545 25.8638 0.062
H 14.6365 6.6675 24.2586 0.076
H 17.6777 11.2395 27.7261 0.061
H 16.8695 9.9744 28.2982 0.033
C 18.4339 2.7214 18.5941 -0.063
C 18.3004 2.9165 20.0621 -0.428
C 16.9126 2.6734 20.5377 -0.161
O 16.7977 3.0113 21.9766 -0.198
C 15.5144 2.9234 22.4852 -0.158
N 19.2993 2.0401 20.7239 0.090
H 17.6437 3.0484 17.9857 0.067
H 18.5433 1.7099 18.2239 0.080
H 19.4034 3.0933 18.2808 0.050
H 18.5517 3.9762 20.1973 0.134
H 16.6809 1.6384 20.3729 0.121
H 16.2756 3.3538 19.8956 0.138
H 15.0502 1.9265 22.3547 0.085
H 14.8275 3.7428 22.0379 0.106
H 15.5037 3.0608 23.5861 0.079
H 19.5836 2.3962 21.5885 0.010
H 18.8103 1.1147 20.8289 0.114
C 22.1832 5.3318 16.2718 -0.052
C 21.1931 4.7086 17.2654 -0.426
C 21.7123 4.6523 18.6846 -0.258
O 22.4484 3.4814 18.8440 -0.179
C 22.9382 3.4332 20.1913 -0.059
N 19.9539 5.4931 17.2852 0.051
H 23.1878 4.7713 16.1889 0.111
H 22.4499 6.2752 16.6976 0.058
H 21.6370 5.4176 15.3223 0.079
H 20.9037 3.6937 16.9962 0.130
H 20.8999 4.6147 19.4322 0.114
H 22.4143 5.4770 18.8871 0.120
H 22.0870 3.4739 20.8258 0.057
H 23.4606 4.3601 20.3372 0.062
H 23.6275 2.6011 20.3358 0.076
H 20.1872 6.4452 17.0723 0.056
H 19.3829 5.2658 16.5144 0.056
C 24.0563 4.7077 28.5365 -0.122
O 23.2931 3.5037 28.4003 -0.167
H 23.5250 5.4987 27.9917 0.076
H 23.9577 4.9239 29.6057 0.078
H 25.1160 4.6363 28.3126 0.062
H 23.8047 2.6888 28.5205 0.002
C 20.9784 -1.0717 19.9410 -0.134
O 21.4594 -0.1559 20.9186 -0.146
H 21.7484 -1.8108 19.8208 0.062
H 20.1490 -1.6534 20.2807 0.057
H 20.7838 -0.6164 18.9813 0.087
H 21.0817 0.7172 20.7318 0.044
C 15.3788 4.2908 27.7737 -0.122
O 16.4400 4.6374 28.7170 -0.159
H 14.7939 3.4151 28.1103 0.048
H 14.7620 5.2034 27.7004 0.070
H 15.7526 4.0549 26.7546 0.071
H 17.1078 3.9475 28.5316 0.036
C 19.2526 3.0956 30.4441 -0.121
O 18.8257 2.7837 29.1411 -0.152
H 18.5015 3.5615 31.0787 0.073
H 19.5800 2.2027 31.0098 0.091
H 20.1356 3.7468 30.4026 0.075
H 19.4466 3.1314 28.4711 0.051
```

The calculation puts the HOMO-LUMO gap at 8.283 eV. As for the multiplicity: 1. The LUMO energy is 0.018 hartree. For the HOMO energy, the calculation gives -7.8000 eV. The energy relative to the best compared isomer or geometry (same formula, charge and spin) comes out at 0.0 kcal per mole.